No. 1
22
Properties=species:S:1:pos:R:3:forces:R:3 method="wB97M-V/def2-TZVPD" e_tot_ha=-379.7726 multiplicity=1 total_charge=0 smiles=CCC(N)(N)N(C)N
C 0.047925 0.612872 -0.209784 2.791 -1.995 -0.634
C 1.506365 -0.169587 -0.568710 -1.674 1.837 -0.089
C -2.118295 0.011787 0.934499 1.975 -0.769 -0.948
C 2.061669 -1.070728 0.517914 -0.332 0.123 -0.089
N -0.761861 -0.482937 0.260380 -3.492 0.695 1.412
N -1.152111 -1.393940 -0.762277 0.274 -1.116 0.008
N -0.496977 1.198750 -1.396673 0.071 0.061 -0.719
N 0.332359 1.593006 0.791933 0.124 0.229 0.263
H -0.648501 -2.262396 -0.603842 -0.081 0.076 0.126
H -0.956094 -1.153264 -1.733715 -0.073 0.906 0.468
H -1.095683 1.996372 -1.220225 0.139 -0.032 -0.001
H 0.216077 1.442649 -2.071730 -0.057 0.195 0.153
H 0.650496 1.155164 1.646432 -0.062 -0.010 0.092
H -0.470981 2.173574 1.000434 -0.008 -0.058 0.035
H 1.358195 -0.705096 -1.506173 -0.010 -0.069 0.017
H 2.177709 0.667387 -0.759611 0.189 -0.034 -0.102
H -2.742348 0.607007 0.257527 0.161 -0.106 -0.064
H -2.641538 -0.901564 1.204376 -0.001 0.090 -0.050
H -1.887430 0.577564 1.834756 0.041 -0.029 -0.018
H 2.293012 -0.504407 1.418313 0.013 0.022 0.112
H 1.342992 -1.844875 0.780174 0.018 -0.048 0.062
H 2.985018 -1.547339 0.186002 -0.006 0.031 -0.034


No. 2
60
Properties=species:S:1:pos:R:3:forces:R:3 method="wB97M-V/def2-TZVPD" e_tot_ha=-1434.2847 multiplicity=1 total_charge=0
C 0.652510 -0.684148 1.529757 -1.391 0.325 -1.900
O 1.462787 0.012825 2.436294 0.266 0.426 0.846
C 1.600542 -1.560005 0.662383 0.244 1.470 0.686
C 1.033106 -2.514081 -0.360641 0.513 -3.084 -0.526
C 1.980980 -2.809983 -1.564085 0.315 -0.643 0.748
O 2.395374 -4.167339 -1.678768 -0.505 -1.163 0.031
N 2.431556 -0.574383 -0.038346 1.105 -0.421 -0.091
H -0.219515 -1.153886 1.981272 0.224 -0.620 0.493
H 0.120589 0.082972 0.869104 1.210 -1.115 0.758
H 1.313047 -0.295851 3.334420 -0.100 0.008 -0.060
H 2.313687 -2.027102 1.411075 -0.730 -0.149 -1.024
H 0.096715 -2.343921 -0.857608 -0.860 0.979 0.598
H 0.906347 -3.554690 0.068598 -0.044 1.147 0.027
H 2.960610 -2.431511 -1.311105 -0.165 1.246 -0.788
H 1.482656 -2.504805 -2.503196 0.730 0.349 0.324
H 3.117123 -0.238297 0.610756 0.173 0.184 0.278
H 1.660051 -4.794988 -1.711853 0.003 0.353 -0.080
H 1.878394 0.188518 -0.385657 -0.342 0.307 -0.089
H -1.066589 2.799493 1.665811 -0.199 0.558 0.981
H 0.181455 3.094860 2.255819 0.233 0.430 0.687
O -0.737557 3.345850 2.432277 0.288 -0.727 -0.867
H -1.832464 -4.966140 0.633211 0.925 -0.392 0.141
H -0.837262 -3.984565 1.550735 0.508 -0.873 -0.068
O -1.676500 -4.169075 1.128641 -1.472 1.306 0.093
H 3.074571 2.828116 1.161714 -0.063 0.047 -0.126
H 3.312491 1.568634 0.363006 -0.213 0.532 -0.186
O 2.907276 2.448798 0.289591 0.451 -0.256 0.421
H -2.329926 1.175630 4.271157 -0.086 0.727 -0.078
H -3.209777 1.683258 3.051041 0.327 0.372 0.447
O -2.853171 0.919873 3.507961 0.257 -0.402 0.943
H -2.359305 3.278626 -2.950064 0.411 0.016 0.062
H -1.217259 2.407831 -2.321453 0.203 0.761 -0.212
O -2.103165 2.387909 -2.687077 -0.642 0.150 -0.107
H -2.068361 1.120812 1.181517 0.670 -0.489 1.088
H -1.817190 1.488182 -0.112956 0.918 0.002 -0.848
O -1.291253 1.490910 0.709549 -2.193 -0.046 -0.717
H 3.289637 0.185542 -3.469039 0.109 0.098 -0.331
H 3.430355 0.256608 -2.002970 0.323 0.058 0.010
O 3.877415 0.567505 -2.809937 -0.499 -0.280 0.371
H -0.824947 -0.412850 -3.248714 0.636 0.498 -0.147
H -1.383286 -1.394118 -4.157615 -0.314 0.301 -0.525
O -1.285369 -0.429519 -4.101349 0.186 -0.944 0.296
H 1.188403 -2.891200 2.735569 -0.126 0.266 -0.106
H 1.133551 -4.309242 3.194815 -0.484 0.152 0.095
O 0.557049 -3.534162 3.075367 0.565 -0.518 -0.064
H 0.312521 3.877622 -0.743194 0.219 -0.293 -0.284
H 1.588623 3.597780 -1.528990 0.117 -0.360 -0.008
O 0.714531 3.230809 -1.356018 -0.747 0.776 0.196
H -3.264509 -1.064520 2.015473 0.296 0.130 -0.051
H -4.403466 -0.094014 1.879318 0.066 0.093 -0.031
O -3.492073 -0.226041 1.596310 -0.816 -0.727 -1.363
H -1.565999 3.552411 -0.259781 -0.282 -0.166 0.168
H -2.195942 4.468381 0.805027 0.269 -0.057 0.124
O -1.698163 4.470756 -0.017532 -0.069 0.451 -0.620
H -0.304867 0.104932 -1.125978 0.690 0.086 -0.533
H 0.094444 1.337038 -1.869632 0.858 0.152 0.085
O 0.409921 0.437493 -1.720023 -0.992 -0.503 0.279
H -2.139129 0.411348 -2.504109 0.051 -0.080 0.151
H -3.124711 0.206701 -1.430256 0.002 -0.297 0.439
O -2.176572 0.102385 -1.579603 -1.026 -0.148 -0.035


No. 3
20
Properties=species:S:1:pos:R:3:forces:R:3 method="wB97M-V/def2-TZVPD" e_tot_ha=-440.3480 multiplicity=1 total_charge=0
C 0.885620 -0.874923 -1.314862 -0.061 -0.056 0.066
C -1.458634 0.644276 1.304384 0.038 -0.020 -0.083
C -0.226406 1.478850 -1.404750 0.027 0.061 -0.011
N 1.650443 -0.368208 -0.187510 -0.429 0.140 -0.047
C -0.647405 -0.314180 0.464010 0.067 -0.229 0.156
C -0.075564 0.138666 -0.793737 0.555 -0.158 0.243
C 0.920751 -0.637366 1.144448 -0.253 -0.082 -0.229
O -1.244646 -1.581767 0.375230 0.178 0.227 -0.004
O 0.998049 -1.802469 1.626126 -0.061 0.164 -0.179
H -0.647700 -2.154198 0.920602 0.073 0.040 0.017
H 2.662870 -0.303992 -0.248766 -0.134 0.001 -0.032
H 1.144955 0.239358 1.777533 -0.037 0.001 -0.031
H 1.341549 -0.623997 -2.269886 -0.016 0.023 0.039
H 0.585289 -1.919215 -1.258887 -0.002 0.041 0.038
H -1.612760 0.195222 2.285883 0.016 0.003 -0.028
H -0.945656 1.598422 1.445644 -0.002 -0.024 -0.012
H -2.439810 0.831410 0.861784 0.021 0.002 0.015
H 0.588124 1.714361 -2.089553 -0.026 -0.042 0.035
H -1.161539 1.473252 -1.979809 0.049 -0.043 0.050
H -0.317532 2.266498 -0.657883 -0.002 -0.051 -0.004


Short version: Kohn-Sham gap = 9.4; 9.2; 8.5 eV, in the order given.
Short version: lowest unoccupied orbital energy = 0.039; 0.001; 0.000 Eh, in the order given.
Short version: energy above the lowest of the compared OMol25 structures with the same formula, charge and spin = 160.6; 563.8; 365.6 kJ/mol, in the order given.